one.
Computed, not measured: 12 unconnected molecules or ions with the total composition C22H68O12, with ωB97M-V/def2-TZVPD.

ORCA input file:
```
! wB97M-V def2-TZVPD RIJCOSX def2/J DEFGRID3
* xyz 0 1
H 25.029 -16.051 23.784
H 23.017 -19.743 29.334
H 22.073 -12.226 27.098
H 29.988 -14.522 30.139
C 25.081 -11.780 31.909
C 28.009 -19.721 25.067
H 28.054 -20.446 29.875
C 21.482 -14.281 27.234
H 26.142 -17.751 28.749
H 27.509 -19.226 31.003
H 27.967 -11.075 29.317
C 31.054 -16.196 27.047
H 25.684 -10.778 30.158
H 31.097 -21.079 31.518
O 21.945 -13.248 30.581
H 25.628 -12.128 25.566
H 26.895 -9.315 27.800
H 23.162 -17.997 29.097
H 29.679 -19.355 32.219
H 23.515 -14.451 31.219
H 22.276 -16.579 30.748
H 30.472 -12.898 30.631
H 29.109 -13.698 31.410
C 29.363 -20.179 31.569
H 27.564 -14.784 33.644
H 24.915 -10.861 32.473
O 23.612 -10.977 30.212
C 25.187 -17.125 23.724
C 25.684 -11.439 26.409
H 32.092 -16.170 26.709
O 27.235 -10.213 27.830
C 23.450 -18.969 28.698
H 27.832 -13.527 29.214
O 27.347 -20.776 24.372
H 23.024 -14.678 29.508
H 30.880 -15.351 27.711
H 30.444 -16.121 26.145
O 30.477 -20.734 30.869
H 27.830 -11.613 26.489
H 27.982 -18.772 24.517
H 25.865 -18.326 22.342
C 21.770 -15.633 30.947
H 23.047 -19.036 27.684
H 25.157 -19.882 28.385
H 22.659 -13.241 25.755
O 25.629 -17.397 22.393
H 25.955 -17.399 24.454
H 26.288 -19.515 26.325
H 20.847 -15.623 30.359
H 21.522 -16.238 27.341
H 25.839 -14.838 33.956
C 30.812 -17.493 27.785
H 26.063 -12.195 32.139
C 27.068 -10.839 26.557
H 26.803 -16.344 33.944
C 22.667 -14.468 30.525
H 24.251 -17.643 23.938
H 28.879 -20.940 32.194
H 22.610 -12.553 30.685
C 25.709 -15.212 28.083
H 31.366 -19.352 27.580
H 26.453 -14.542 31.499
O 26.913 -17.157 28.799
H 21.502 -15.564 31.999
H 27.341 -20.588 23.431
H 27.246 -10.107 25.766
O 24.872 -19.020 28.702
H 27.655 -20.357 27.089
C 24.945 -11.525 30.437
O 28.229 -11.650 30.046
H 24.740 -15.710 28.018
H 31.351 -17.437 28.740
H 25.413 -11.984 27.316
H 25.758 -14.370 27.384
O 27.400 -16.375 31.432
C 22.457 -13.211 26.828
C 27.375 -19.537 26.421
H 24.927 -10.662 26.267
H 29.747 -17.625 28.011
H 21.259 -14.137 28.298
C 28.402 -19.656 30.547
H 25.408 -15.966 31.802
H 26.587 -16.658 26.782
H 27.735 -18.627 26.897
C 26.815 -16.218 27.760
C 26.395 -15.525 31.990
H 24.336 -12.475 32.316
O 31.323 -18.576 27.013
C 29.612 -13.547 30.451
H 27.123 -16.672 30.551
C 26.660 -15.373 33.472
H 29.253 -12.646 28.562
H 20.533 -14.154 26.698
H 23.621 -10.465 29.399
O 22.064 -15.546 26.952
H 23.409 -13.343 27.348
C 28.672 -12.869 29.469
H 27.757 -15.677 27.642
H 25.828 -14.779 29.079
H 25.043 -12.432 29.836
H 29.075 -19.941 25.200
H 28.861 -18.872 29.944
*
```

SMILES = CCO.CCO.CCO.CCO.CCO.CCO.CCO.CCO.CCO.CCO.CO.CO
HOMO level = -0.3548 hartree

Atomic partial charges in e from the Mulliken method, atoms 1 to 2:
1 H 0.215
2 H 0.317

***

two.
Computed, not measured: 12 unconnected molecules or ions with the total composition C22H68O12, with ωB97M-V/def2-TZVPD.

ORCA input file:
```
! wB97M-V def2-TZVPD RIJCOSX def2/J DEFGRID3
* xyz 0 1
H -0.186 0.691 3.883
H 0.003 1.448 5.361
H 1.101 -2.359 -2.345
H 2.951 1.980 6.392
H -0.109 -0.611 -4.580
C -3.028 -0.972 -3.960
C 3.091 -1.360 -2.879
H 3.564 0.453 4.649
H -2.568 0.408 3.090
H -4.053 -0.829 -5.464
H 4.149 1.103 2.377
H 3.435 3.392 5.359
O 1.327 5.708 0.646
H -2.619 -3.718 3.864
H 2.043 -3.148 0.891
H -0.927 1.697 1.370
H -0.607 -2.477 -6.121
C 0.261 -1.850 -6.328
O 3.875 3.264 -1.696
H 0.562 0.708 1.669
H -0.343 -3.382 -3.812
H -3.369 -1.008 -2.926
C -0.153 0.577 -0.392
H -3.076 -3.839 0.795
O 0.372 -1.568 -7.669
C -4.029 1.303 0.496
H 2.362 1.787 -1.780
H -0.339 4.668 0.090
C -2.082 -2.479 2.153
C 3.255 2.065 -1.219
C -2.510 -2.660 3.621
H -0.990 0.899 -2.331
H -3.261 1.630 1.197
H 4.307 2.753 2.887
H -0.375 -4.272 -2.207
H -1.136 -2.999 1.999
H 3.988 3.864 -0.955
O -4.123 -1.356 -4.664
O -1.800 -1.099 2.152
H -2.800 3.064 5.567
H -2.207 -1.680 -4.072
C -0.857 1.422 -1.384
H 3.630 -1.413 -3.825
C 0.074 -0.463 -5.644
H -2.746 0.064 -4.147
H -3.638 1.697 6.291
H -4.929 0.882 0.945
H -1.957 2.128 6.734
C 0.018 1.337 0.964
H -0.649 2.443 4.085
O -0.865 -0.601 -0.225
H 3.645 -0.778 -2.143
C 1.164 -3.682 0.530
H 3.057 2.377 -0.194
H 1.020 0.074 -5.715
H 3.703 -3.106 -2.465
H -1.714 -2.303 4.274
H -3.638 0.461 -0.075
H -2.055 0.047 5.296
C 3.880 1.486 4.506
C 3.000 2.393 5.384
C -2.674 2.040 5.918
H -0.675 0.214 -6.055
C -3.050 -2.769 0.998
H 1.547 -5.347 1.426
H 0.743 6.381 1.003
H 0.387 -2.933 0.377
H 2.187 -0.763 -3.003
O -4.520 2.232 -0.446
H -1.665 -3.275 -2.675
H 0.635 2.226 0.830
H 1.092 4.114 -0.757
H 1.716 -2.597 -4.921
H -0.354 -1.963 -8.157
H -1.478 -0.920 1.266
H 1.562 -3.476 -6.499
O 2.865 -2.644 -2.391
C 0.598 4.999 -0.356
C -0.580 -3.349 -2.748
O 0.812 -4.732 1.370
H -4.112 -2.573 1.144
H -4.729 3.042 0.026
H 0.841 0.316 -0.753
H -0.558 -1.173 -0.931
O -2.856 1.059 3.733
H 5.736 1.325 4.120
H 2.464 -2.051 -6.414
C 3.734 1.843 3.062
C -0.675 1.438 4.508
H 1.403 -3.994 -0.487
H 0.366 5.760 -1.102
H -2.700 -2.346 0.057
H -0.362 2.383 -1.519
O 0.165 -2.187 -2.225
H 2.703 2.060 2.781
C -2.068 1.058 4.890
H 1.945 2.475 5.123
H 3.982 1.254 -1.178
C 1.567 -2.509 -5.997
H -3.429 -2.142 3.894
O 5.207 1.575 4.881
H -1.873 1.690 -1.095
*
```

SMILES = CC(C)O.CC(C)O.CC(C)O.CC(C)O.CC(C)O.CO.CO.CO.CO.CO.CO.CO
HOMO level = -0.3472 hartree

Atomic partial charges in e from the Mulliken method, atoms 1 to 2:
1 H 0.241
2 H 0.540

***

Energy ordering: one at the bottom, the next structure 2.064 eV above.